Entry 1:
C25H36NO2PSTc | wB97M-V/def2-TZVPD

The calculation puts the energy relative to the best compared isomer or geometry (same formula, charge and spin) at 2.2 kcal per mole. The spin multiplicity is 4. The max |F| is 1.99 eV/A. As for the HOMO energy (alpha / beta): -13.42 / -13.76 eV. As for the net charge: +2. The calculation puts the orbital gap (alpha / beta) at 8.16 / 5.35 eV.

The geometry in XYZ format:
```
67
Properties=species:S:1:pos:R:3:forces:R:3
Tc -2.746293 -0.154896 0.662584 -0.8 1.7 0.7
C -4.305428 1.501929 1.028028 0.5 -0.2 0.1
C -3.891434 1.006446 2.308774 0.4 -0.5 -0.2
C -2.505088 1.266579 2.456403 -0.3 0.1 -0.5
C -2.062208 2.007393 1.308843 0.6 -0.2 0.0
C -3.169508 2.156581 0.455151 -0.1 -0.6 -0.3
H -5.298217 1.417802 0.588928 0.4 0.1 0.2
H -4.479607 0.507551 3.056906 -0.3 -0.1 -0.1
H -1.912257 0.992975 3.309462 0.1 0.0 0.1
H -1.051839 2.387372 1.132025 -0.5 -0.1 0.1
H -3.140231 2.584030 -0.534177 0.0 0.1 0.0
O -2.300061 -0.436066 -1.299234 0.0 -0.2 -0.1
N -3.113319 -1.234870 -2.060650 0.2 0.7 0.3
C -2.891087 -1.242822 -3.411010 -0.4 -0.3 0.9
C -3.749098 -1.928287 -4.214485 0.2 0.1 0.7
C -4.809652 -2.633135 -3.628436 -0.4 0.0 -0.2
C -4.984659 -2.622903 -2.272815 0.2 0.3 0.4
C -4.122411 -1.845102 -1.450594 -1.2 -1.3 -0.7
S -4.419523 -1.719008 0.252655 0.7 0.3 -0.3
H -2.028219 -0.681230 -3.700402 0.2 0.2 -0.3
H -3.594780 -1.902140 -5.261873 0.1 -0.1 -0.8
H -5.536363 -3.130624 -4.261341 0.2 -0.1 0.1
H -5.803980 -3.156232 -1.793352 0.2 0.2 -0.1
C -1.130692 -2.897109 0.667301 0.6 -0.9 -0.7
O -1.120328 -1.539447 1.072208 -0.2 0.7 0.5
H -0.135735 -3.323471 0.874699 -0.4 0.0 -0.2
H -1.357123 -2.956708 -0.407862 0.0 -0.1 0.4
H -1.868708 -3.407867 1.259926 -0.3 -0.2 0.0
H -0.216095 -1.225326 1.066049 0.2 0.4 0.0
C 3.437455 -2.004755 -0.688039 0.0 0.1 0.1
C 3.355757 -1.013226 0.493003 0.2 -0.2 -0.3
C 4.684739 -0.275737 0.731351 0.2 0.6 -1.0
C 2.966439 -1.792917 1.745095 0.1 -0.2 0.3
P 1.984578 0.248020 0.230894 0.3 -0.4 -0.5
C 1.878881 1.467519 1.507631 0.4 0.5 -0.2
C 1.377154 0.980106 2.717422 -0.2 0.7 0.0
C 1.162687 1.842227 3.773422 0.5 0.5 -0.6
C 1.494329 3.185771 3.623930 -0.2 -0.4 0.6
C 2.062820 3.672999 2.460324 0.3 0.2 -0.4
C 2.258615 2.832433 1.373269 -0.1 -0.6 0.3
C 1.572803 0.816980 -1.484101 -0.1 0.0 0.0
C 0.913064 -0.345241 -2.243912 -0.2 -0.3 0.1
C 2.842165 1.353311 -2.136388 0.7 0.0 0.5
C 0.550442 1.929425 -1.379384 -0.7 0.0 0.0
H 4.245416 -2.725025 -0.502339 -0.2 0.2 0.1
H 3.629477 -1.544732 -1.651118 0.2 0.2 0.0
H 2.513026 -2.570786 -0.789724 -0.1 -0.1 0.1
H 5.506320 -0.951954 0.974464 -0.3 -0.3 0.0
H 4.615451 0.442617 1.531845 -0.1 0.2 0.4
H 5.010173 0.284683 -0.166675 -0.2 -0.3 0.3
H 3.696591 -2.601260 1.885985 -0.2 0.1 0.0
H 1.964855 -2.250218 1.650066 0.4 0.1 0.2
H 3.032919 -1.149333 2.627783 -0.2 -0.2 0.0
H 1.115466 -0.046161 2.827045 -0.1 -0.7 0.0
H 0.804972 1.469242 4.703742 -0.3 -0.2 0.5
H 1.342046 3.827162 4.478082 0.0 0.3 0.0
H 2.399295 4.708094 2.426163 -0.2 -0.2 -0.1
H 2.744817 3.207803 0.474565 -0.2 -0.1 0.2
H 1.511381 -1.254829 -2.279563 0.1 0.1 0.0
H 0.764177 -0.020270 -3.277488 -0.1 0.0 0.0
H -0.080377 -0.593956 -1.809101 0.6 0.2 -0.3
H 3.554985 0.548500 -2.270073 0.3 0.0 -0.1
H 3.322344 2.148420 -1.534779 -0.2 -0.3 -0.3
H 2.634455 1.774865 -3.112056 -0.2 0.0 -0.2
H -0.437716 1.508315 -1.139455 0.2 0.3 0.0
H 0.474352 2.446021 -2.341147 0.0 -0.1 0.1
H 0.837609 2.654462 -0.634471 -0.1 0.4 0.1
```
Forces are in eV/Å.

---

Entry 2:
C4H13N4O | wB97M-V/def2-TZVPD

The calculation puts the energy relative to the best compared isomer or geometry (same formula, charge and spin) at 29.4 kcal per mole. The max |F| is 1.39 eV/A. As for the HOMO energy: -12.31 eV. As for the net charge: +1. The calculation puts the orbital gap at 8.98 eV.

The geometry in XYZ format:
```
22
Properties=species:S:1:pos:R:3:forces:R:3
C -1.631015 1.870227 1.970163 0.1 -0.5 -0.4
C -1.760452 -0.413699 1.081541 0.2 -0.2 -0.4
N -2.203608 -1.253892 0.144542 -0.1 0.2 -0.1
N -1.913909 0.893245 0.899206 -0.5 0.6 0.9
N -1.109827 -0.869474 2.147822 0.0 -0.1 -0.2
H -2.791616 -0.892885 -0.589418 0.2 -0.1 -0.1
H -1.971573 -2.231295 0.110513 -0.1 0.0 0.2
H -2.622087 1.208099 0.255388 0.1 -0.2 -0.3
H -0.929740 -0.278329 2.939751 0.2 0.0 0.0
H -0.759594 -1.811294 2.152157 -0.1 -0.1 0.2
H -2.208208 1.670286 2.862465 -0.3 0.0 0.2
H -1.875204 2.845677 1.584960 -0.1 0.3 0.0
H -0.577815 1.851999 2.208811 0.3 0.1 0.0
C 3.545117 -0.433859 -2.034473 1.2 -0.7 0.0
C 2.177766 -0.015570 -2.450076 -0.3 0.3 -0.4
O 1.916964 0.578839 -3.469870 0.1 -0.1 0.0
N 1.173837 -0.403068 -1.584781 0.2 -0.2 0.6
H 0.269266 -0.005289 -1.773170 0.0 0.1 0.0
H 1.448613 -0.538308 -0.617537 -0.3 0.0 -0.3
H 3.885560 -1.316928 -2.587055 -0.4 0.0 -0.2
H 3.609072 -0.750711 -0.996743 -0.1 0.2 0.2
H 4.328454 0.296227 -2.254196 -0.5 0.2 0.1
```
Forces are in eV/Å.

---

Entry 3:
C20H21BrN3SSiW | wB97M-V/def2-TZVPD

The spin multiplicity is 3. The max |F| is 3.02 eV/A. As for the HOMO energy (alpha / beta): -17.54 / -17.66 eV. As for the net charge: +3. The calculation puts the orbital gap (alpha / beta) at 5.33 / 5.56 eV.

The geometry in XYZ format:
```
48
Properties=species:S:1:pos:R:3:forces:R:3
W -0.976041 -0.836748 0.517851 -0.6 0.3 0.2
C 0.739482 1.798339 -4.173576 1.4 1.3 -1.0
Si 1.776490 2.404530 -2.736988 -0.3 1.9 -0.8
C 3.302650 1.523734 -2.195310 0.2 -0.7 -2.0
C 2.075704 4.227603 -3.124782 0.2 -1.3 -0.2
C 0.640768 2.400955 -1.230582 -0.1 -0.4 0.3
C 0.225520 3.540307 -0.544682 0.7 2.6 0.1
C -0.471267 3.564610 0.650106 -1.3 -0.9 -1.0
C -0.968895 2.344296 1.082036 0.3 1.4 0.4
N -0.558672 1.228591 0.516198 -0.1 -1.0 -0.6
C 0.224551 1.264498 -0.616248 -0.3 0.5 1.4
S 0.573777 -0.406849 -0.999279 0.6 -0.9 -1.0
H 1.482339 1.719195 -5.019857 -0.8 0.3 0.5
H -0.095111 2.478666 -4.477963 0.8 -0.5 0.4
H 0.406783 0.816014 -4.053936 -0.9 -1.7 0.2
H 4.100835 1.906729 -2.843227 0.0 0.0 0.0
H 3.317653 0.451132 -2.387581 -0.1 -0.1 0.0
H 3.638462 1.684381 -1.216286 0.2 0.4 1.6
H 2.616474 4.215097 -4.061666 0.3 0.0 -0.4
H 2.658314 4.831510 -2.467166 0.4 0.3 0.7
H 1.169024 4.732230 -3.372926 -0.9 0.4 0.0
H 0.491298 4.558208 -0.917054 0.0 -1.0 -0.1
H -0.910114 4.480609 1.015405 0.4 0.1 0.4
H -1.687500 2.317105 1.866888 -0.3 -0.4 0.6
Br 0.100660 1.248647 6.761948 -0.1 0.0 0.1
C -0.182470 0.145255 5.306329 -1.1 -0.5 -0.2
C -1.479667 -0.445181 5.096464 1.7 0.6 0.2
C -1.683963 -1.255376 3.992028 -0.7 0.7 0.7
C -0.638621 -1.473506 3.104085 1.0 -0.2 -1.6
C 0.653474 -0.896002 3.310270 -1.4 -0.4 -0.5
C 0.855730 -0.083711 4.415729 0.2 -0.8 -1.0
N -0.827167 -2.278145 1.854198 0.9 0.6 2.8
C -0.892232 -3.539236 1.650052 -1.1 -1.4 -0.1
C -1.229257 -3.849281 0.282717 -0.1 1.3 -1.5
C -1.218867 -5.064862 -0.319504 -1.0 0.3 -1.6
C -1.620443 -5.190474 -1.678757 -1.1 1.6 -0.5
C -2.048122 -4.056471 -2.380134 0.8 0.6 2.2
C -2.015679 -2.809131 -1.698569 0.6 -0.4 -0.4
N -1.568305 -2.698769 -0.450808 0.1 -0.3 0.5
H -2.196437 -0.195014 5.870034 -0.4 -0.4 -0.4
H -2.663533 -1.651555 3.800251 -0.3 -0.3 0.0
H 1.384800 -1.135778 2.544320 0.4 0.2 0.4
H 1.845477 0.291844 4.551768 0.4 0.5 0.3
H -0.924103 -4.375860 2.379927 0.5 0.9 0.0
H -1.014096 -5.925608 0.219337 0.6 -1.5 1.0
H -1.785290 -6.106789 -2.209527 0.6 -0.7 0.3
H -2.364865 -4.022727 -3.391878 -0.3 -0.5 -0.7
H -2.259526 -1.877032 -2.219643 -0.1 -0.4 0.2
```
Forces are in eV/Å.

---

Entry 4:
C28H33IrN8O4S | wB97M-V/def2-TZVPD

The calculation puts the energy relative to the best compared isomer or geometry (same formula, charge and spin) at 14.1 kcal per mole. The spin multiplicity is 5. The max |F| is 1.10 eV/A. As for the HOMO energy (alpha / beta): -12.67 / -13.16 eV. As for the net charge: +2. The calculation puts the orbital gap (alpha / beta) at 6.57 / 5.36 eV.

The geometry in XYZ format:
```
75
Properties=species:S:1:pos:R:3:forces:R:3
Ir 0.260208 -0.534417 -0.401754 -0.3 -0.6 -0.9
C 1.976629 2.101009 -2.034985 0.2 0.0 -0.1
O 0.721760 1.594360 -1.553879 -0.1 0.0 0.1
C -0.294778 2.496693 -1.411426 -0.1 -0.1 0.2
C -0.345199 3.692965 -2.108076 0.1 0.1 -0.1
C -1.419347 4.552876 -1.938608 0.0 -0.1 0.0
C -2.446611 4.235473 -1.055359 -0.1 0.0 0.0
C -2.401674 3.051218 -0.355114 0.1 0.0 0.0
C -1.334233 2.153751 -0.525497 -0.2 0.4 0.0
N -1.237070 0.974295 0.211462 0.7 -0.7 0.0
N -2.301710 0.663159 0.854698 -0.6 0.8 0.1
C -2.416102 -0.305973 1.755188 0.3 -0.3 -0.2
C -1.301084 -1.172328 2.187573 -0.1 0.1 0.0
O -0.159544 -1.073991 1.692763 0.2 -0.1 0.2
C -1.549502 -2.134315 3.220435 0.0 -0.2 0.3
C -2.765771 -2.247799 3.787788 0.2 -0.1 -0.1
C -3.885156 -1.439091 3.379096 -0.3 0.2 -0.1
C -5.135498 -1.594021 3.976506 0.2 -0.1 0.0
C -6.207369 -0.816291 3.580301 -0.1 0.1 -0.1
C -6.044103 0.130477 2.569505 -0.1 0.0 0.1
C -4.818529 0.298154 1.963088 0.1 0.0 0.0
C -3.715093 -0.476731 2.356750 -0.1 0.0 0.0
H 2.351250 2.876542 -1.366514 0.0 0.0 0.0
H 1.882183 2.498190 -3.044705 -0.1 -0.1 0.0
H 2.658932 1.260089 -2.054150 0.0 0.0 0.0
H 0.449645 3.974361 -2.783292 0.0 0.0 0.0
H -1.443609 5.481669 -2.492351 0.0 0.0 0.0
H -3.265447 4.925551 -0.905288 0.0 0.0 0.0
H -3.167582 2.801927 0.363209 0.0 0.0 0.0
H -0.711430 -2.743491 3.531758 0.0 0.0 0.0
H -2.922842 -2.972109 4.578225 0.0 0.0 0.0
H -5.255696 -2.330331 4.761292 0.0 0.0 0.0
H -7.173710 -0.943153 4.048743 0.0 0.0 0.0
H -6.885800 0.736795 2.263166 0.0 0.0 0.0
H -4.695501 1.020704 1.170120 0.0 0.0 0.0
C -1.931945 -5.301484 -2.014465 0.0 0.0 -0.1
N -1.068299 -4.183297 -1.667522 -0.3 0.2 0.1
C 0.161616 -4.024077 -2.105099 0.1 0.2 0.2
N 0.724234 -4.988033 -2.834397 -0.1 -0.1 0.0
S 1.122775 -2.635773 -1.760736 0.3 0.3 0.1
H -2.897981 -5.132478 -1.551351 0.0 0.0 0.0
H -1.525437 -6.247972 -1.653207 0.0 0.0 0.1
H -2.081336 -5.361826 -3.094962 0.0 0.0 0.0
H -1.480578 -3.388853 -1.191804 0.0 0.1 -0.1
H 0.265952 -5.874727 -2.968959 0.0 0.0 0.0
H 1.689805 -4.906987 -3.101171 0.0 0.0 0.0
N 5.803211 -0.978110 -1.075713 0.1 0.0 -0.1
C 4.789811 -0.556517 -0.297325 -0.4 0.1 0.3
C 3.437142 -0.732118 -0.665117 0.3 0.0 0.0
N 2.460055 -0.323050 0.129178 -0.3 0.0 0.1
C 2.770260 0.272051 1.286344 0.1 0.1 0.2
C 4.102445 0.467126 1.620999 -0.2 -0.1 -0.1
N 5.091419 0.064520 0.844052 0.3 -0.1 -0.1
H 5.641562 -1.522299 -1.901494 0.0 0.0 0.0
H 6.742575 -0.887473 -0.727560 0.0 0.0 0.0
H 3.177006 -1.211782 -1.599619 0.0 0.0 0.0
H 1.960097 0.575537 1.932974 0.0 0.0 0.0
H 4.380305 0.966182 2.541281 -0.1 0.0 0.0
O -3.687883 -1.887906 -2.371235 0.2 0.3 0.0
C -2.748805 -1.107734 -2.116404 -0.4 -0.2 -0.5
O -1.833472 -1.293568 -1.282341 0.2 0.0 0.3
C -2.698728 0.170964 -3.009404 0.5 -0.3 0.5
N -3.899738 0.083451 -3.899079 -0.3 -0.6 0.3
C -3.445244 0.041933 -5.323964 0.2 0.1 -0.3
C -2.064424 0.685847 -5.281267 0.0 0.0 0.1
C -1.489142 0.177091 -3.956316 -0.1 0.0 -0.1
H -2.736531 1.063699 -2.387580 -0.1 0.0 -0.1
H -4.574379 0.823797 -3.736173 0.0 0.0 0.0
H -4.289574 -0.856016 -3.532594 0.0 0.4 -0.3
H -4.150992 0.566280 -5.962332 -0.1 0.0 0.1
H -3.388073 -0.997804 -5.641156 0.0 0.0 0.1
H -2.158701 1.773533 -5.268658 0.0 0.0 0.0
H -1.456573 0.404737 -6.138350 0.0 0.0 0.0
H -0.683328 0.800387 -3.575974 0.0 0.0 0.0
H -1.101822 -0.837470 -4.075565 0.0 0.0 0.0
```
Forces are in eV/Å.

---

Entry 5:
C5H8O | wB97M-V/def2-TZVPD

The calculation puts the energy relative to the best compared isomer or geometry (same formula, charge and spin) at 57.4 kcal per mole. The max |F| is 1.97 eV/A. As for the HOMO energy: -9.50 eV. Its SMILES is CC#CCCO. The calculation puts the orbital gap at 10.32 eV.

The geometry in XYZ format:
```
14
Properties=species:S:1:pos:R:3:forces:R:3
C 2.828849 0.209189 -0.242989 0.1 0.2 0.6
C 1.435365 -0.131022 -0.289501 -0.8 -0.6 -0.8
C 0.233926 -0.173240 -0.259603 0.7 -0.7 -0.4
C -1.131782 -0.576408 -0.533184 -0.4 0.0 -0.1
C -2.084725 -0.129801 0.557915 -0.3 -0.4 0.0
O -2.015506 1.262152 0.759273 0.2 0.1 0.1
H 2.658522 0.728752 0.708826 1.6 1.2 -0.3
H 3.537270 -0.580079 0.011988 -0.3 -0.3 -0.3
H 3.165511 0.751669 -1.154949 -0.2 0.0 1.1
H -1.421032 -0.120950 -1.483620 -0.1 -0.1 0.0
H -1.161682 -1.666788 -0.656573 -0.1 0.2 0.0
H -3.107791 -0.357953 0.259250 0.0 0.0 0.1
H -1.861884 -0.691345 1.477922 -0.1 0.2 0.0
H -1.075046 1.475823 0.845239 -0.2 0.1 0.0
```
Forces are in eV/Å.

---

Question: Which formula does entry 4 have?
Answer: C28H33IrN8O4S